[1]
{"formula": "C9H32F6N14O15S2Y", "method": "ωB97M-V/def2-TZVPD", "largest_force_ev_per_a": 4.9, "orbital_gap_ev": 5.74, "total_charge": 1, "lumo_energy_ev": -5.2089, "homo_ha": -0.402, "species": ["Y", "C", "F", "F", "F", "S", "O", "O", "O", "C", "F", "F", "F", "S", "O", "O", "O", "O", "H", "H", "O", "H", "H", "C", "O", "N", "N", "H", "H", "H", "H", "C", "O", "N", "N", "H", "H", "H", "H", "C", "O", "N", "N", "H", "H", "H", "H", "C", "O", "N", "N", "H", "H", "H", "H", "C", "O", "N", "N", "H", "H", "H", "H", "C", "O", "N", "N", "H", "H", "H", "H", "C", "O", "N", "N", "H", "H", "H", "H"], "coordinates": [[0.7412, -0.8129, 3.3614], [3.9007, -3.1442, 0.9523], [3.5484, -4.0006, 1.9257], [5.1263, -3.4479, 0.5751], [3.0386, -3.2947, -0.0459], [3.8866, -1.4042, 1.5653], [4.1165, -0.5743, 0.4192], [2.5140, -1.2140, 2.1161], [4.8820, -1.3433, 2.5972], [0.7405, 0.6175, -1.1882], [0.7794, -0.5754, -1.7481], [1.9369, 0.9030, -0.6700], [0.4134, 1.5562, -2.0572], [-0.5346, 0.6994, 0.1542], [0.0467, 0.0361, 1.3192], [-0.7763, 2.1172, 0.3643], [-1.6837, -0.0315, -0.3545], [-2.3233, 2.7480, 2.5786], [-1.7734, 2.4904, 3.3224], [-1.7687, 2.5907, 1.7921], [-1.5816, -0.3885, -3.7846], [-1.8256, -1.2317, -3.3875], [-1.8779, 0.2741, -3.1544], [-0.4026, -3.4356, 1.3323], [0.3388, -2.6407, 1.9212], [-1.2769, -3.0328, 0.4023], [-0.3439, -4.7760, 1.5402], [-1.3806, -2.0424, 0.2095], [-1.8086, -3.7004, -0.1332], [-0.6943, -5.4512, 0.8838], [0.4658, -5.0334, 2.0828], [-2.8562, -1.2429, 3.2098], [-1.6291, -1.0998, 3.0068], [-3.5129, -0.5521, 4.1594], [-3.5653, -2.2162, 2.6106], [-4.4997, -0.6637, 4.3153], [-3.0550, 0.1737, 4.6796], [-4.4243, -2.5352, 3.0218], [-3.2727, -2.6147, 1.7345], [-5.3246, 0.1705, -2.0179], [-6.3704, -0.3225, -2.3864], [-4.6418, -0.2244, -0.9138], [-4.7367, 1.2338, -2.6869], [-5.0442, -1.0445, -0.4992], [-3.7371, 0.1381, -0.6613], [-5.0483, 1.4417, -3.6194], [-3.7563, 1.3189, -2.4927], [-1.9568, 4.5443, -1.9413], [-1.9935, 5.2681, -2.9117], [-1.1430, 4.7543, -0.8624], [-2.5881, 3.3407, -1.9056], [-0.7885, 5.6743, -0.6921], [-0.8088, 3.9335, -0.3839], [-2.7582, 2.9029, -1.0164], [-3.2318, 3.1398, -2.6448], [2.6182, 1.9994, 2.5192], [1.8881, 1.1698, 3.0989], [2.1400, 2.9073, 1.6298], [3.9048, 2.1569, 2.8447], [1.1919, 2.7549, 1.3076], [2.7886, 3.0889, 0.8692], [4.2854, 1.5949, 3.5882], [4.5768, 2.6821, 2.3149], [0.3899, -4.4726, -2.5849], [-0.7854, -4.2570, -2.7977], [1.3845, -3.5447, -2.7492], [0.8830, -5.6519, -2.0536], [2.3462, -3.8157, -2.8270], [1.0811, -2.6182, -2.9928], [1.7753, -5.5771, -1.5908], [0.2625, -6.2577, -1.5452], [3.7236, 3.5503, -1.8750], [2.8396, 3.0585, -2.5312], [4.3877, 2.8916, -0.8730], [4.2212, 4.8222, -2.0753], [5.1554, 3.2302, -0.3210], [4.2605, 1.8946, -0.7808], [5.1577, 5.0143, -1.7679], [3.8430, 5.4032, -2.8006]], "forces_ev_per_a": [[0.0, 0.4, -4.9], [-0.1, 0.0, 0.6], [-0.1, 0.1, 0.1], [0.0, 0.0, -0.3], [0.0, 0.0, -0.3], [1.2, 1.1, 0.1], [-0.3, -0.3, -0.1], [-0.6, -0.6, 0.8], [-0.3, -0.4, 0.2], [0.2, 0.9, 0.1], [-0.1, -0.1, 0.1], [-0.2, -0.2, 0.1], [0.0, -0.4, -0.1], [-1.2, -0.1, -0.3], [0.7, 0.0, 0.6], [0.6, -0.4, 0.1], [0.4, 0.0, 0.1], [0.0, -0.3, 0.0], [0.1, 0.2, 0.0], [-0.2, 0.1, 0.3], [0.1, -0.1, 0.1], [0.0, -0.1, -0.1], [0.1, 0.0, 0.0], [-0.7, -0.7, -1.5], [0.6, 0.3, 1.8], [-0.4, 0.4, 0.3], [0.7, 0.4, 0.8], [0.1, 0.0, -0.2], [0.2, 0.1, -0.3], [-0.1, 0.1, -0.1], [-0.1, -0.4, 0.0], [-0.2, -0.6, 1.1], [0.7, 0.6, 0.6], [0.1, 0.0, 0.0], [-0.1, 0.1, -0.2], [0.0, 0.1, -0.2], [0.1, 0.0, -0.1], [-0.2, 0.2, -0.2], [0.3, -0.1, 0.2], [-0.4, 0.8, -1.3], [0.0, -0.2, 0.3], [-0.2, -0.3, 0.3], [0.2, -0.3, 0.7], [0.3, 0.0, 0.3], [-0.1, -0.3, 0.1], [-0.1, -0.2, 0.0], [0.1, 0.2, -0.4], [1.2, 0.2, -0.8], [-0.5, 0.5, 0.0], [-0.3, -0.2, 0.5], [-0.3, -1.0, 0.2], [0.3, 0.0, -0.2], [0.0, 0.5, 0.2], [-0.2, 0.1, 0.0], [-0.2, 0.4, -0.1], [0.3, 1.6, -0.6], [-1.2, -1.0, 1.6], [-0.1, -0.9, -0.3], [0.4, -0.9, 0.6], [0.0, -0.1, 0.0], [0.0, 0.4, -0.1], [0.0, -0.3, -0.2], [-0.3, 0.3, -0.1], [0.6, 0.2, 0.7], [-0.3, 0.0, 0.2], [-0.6, 0.1, -0.1], [0.3, -0.3, 0.3], [0.1, 0.2, 0.0], [0.2, 0.0, -0.4], [0.0, 0.0, -0.1], [-0.4, 0.0, -0.5], [0.9, 1.1, -0.9], [-0.4, -0.2, 0.2], [-0.1, -1.3, 1.4], [-0.1, -0.2, 0.5], [0.1, 0.5, -0.5], [-0.2, 0.0, -0.3], [0.0, 0.2, -0.1], [-0.1, -0.2, -0.1]], "lowdin_charge": [1.90, -0.67, 0.12, 0.17, 0.14, 0.54, -0.26, -0.46, -0.27, -0.66, 0.17, 0.13, 0.17, 0.58, -0.41, -0.32, -0.30, -0.06, 0.01, -0.02, -0.04, 0.03, 0.00, -0.61, -0.10, 0.22, 0.20, 0.08, 0.12, 0.11, 0.12, -0.58, -0.12, 0.21, 0.21, 0.13, 0.12, 0.12, 0.10, -0.68, 0.04, 0.16, 0.15, 0.10, 0.05, 0.11, 0.04, -0.68, 0.05, 0.16, 0.15, 0.10, 0.04, 0.08, 0.08, -0.59, -0.13, 0.22, 0.22, 0.09, 0.09, 0.13, 0.12, -0.67, 0.03, 0.16, 0.14, 0.10, 0.09, 0.08, 0.09, -0.67, 0.07, 0.14, 0.15, 0.09, 0.08, 0.09, 0.11]}


[2]
{"formula": "CH4IN2S", "method": "ωB97M-V/def2-TZVPD", "largest_force_ev_per_a": 3.5, "e_above_lowest_kcal_mol": 70.5, "orbital_gap_ev": [6.30, 6.37], "total_charge": 1, "lumo_energy_ev": [-7.8969, -7.8885], "homo_ha": [-0.522, -0.524], "species": ["C", "N", "N", "S", "I", "H", "H", "H", "H"], "coordinates": [[0.1757, -0.3496, -0.5111], [-0.6510, 0.3315, 0.3346], [1.4443, -0.5804, -0.5116], [2.8210, -1.8079, -2.5207], [4.8843, -0.8822, -1.7922], [-0.2449, -0.9609, -1.2020], [-1.5746, 0.6640, 0.1583], [-0.0740, 0.8447, 1.0002], [2.0565, -0.0695, 0.1297]], "forces_ev_per_a": [[0.1, 0.3, 1.4], [3.5, -0.1, 0.2], [0.6, 0.5, 0.0], [1.0, 1.5, 1.8], [-1.7, -0.8, -0.7], [-2.1, -1.3, -2.3], [-0.4, -0.2, -0.5], [-0.9, 0.2, 0.1], [-0.1, -0.1, -0.1]], "lowdin_charge": [-0.30, 0.15, 0.01, 0.17, 0.58, 0.09, 0.11, 0.12, 0.06]}


[3]
{"formula": "C33H23BBrNO5P", "method": "ωB97M-V/def2-TZVPD", "largest_force_ev_per_a": 5.7, "orbital_gap_ev": 4.61, "total_charge": -1, "lumo_energy_ev": 0.0000, "homo_ha": -0.169, "species": ["O", "P", "B", "Br", "C", "C", "C", "C", "C", "N", "H", "H", "H", "H", "H", "H", "H", "C", "C", "C", "C", "C", "C", "C", "O", "C", "C", "C", "C", "C", "C", "C", "O", "H", "H", "H", "H", "H", "H", "H", "H", "C", "C", "C", "C", "C", "C", "C", "O", "C", "C", "C", "C", "C", "C", "C", "O", "H", "H", "H", "H", "H", "H", "H", "H"], "coordinates": [[-2.6238, 4.5015, 7.2428], [-1.4933, 5.1588, 6.4089], [0.2635, 4.3609, 6.6971], [0.6585, 4.3829, 8.6647], [1.2987, 5.3082, 5.7989], [1.2234, 5.0587, 4.2776], [2.1506, 5.9692, 3.3891], [2.9763, 6.9683, 4.2612], [2.9530, 7.0525, 5.7931], [2.0998, 6.2070, 6.5534], [-1.3508, 6.5798, 6.6934], [-1.7153, 5.0571, 4.9732], [0.2319, 3.2605, 6.2324], [0.5206, 4.2886, 3.8136], [2.1949, 5.9126, 2.2571], [3.6662, 7.7035, 3.7086], [3.6021, 7.8211, 6.3470], [-1.8259, 0.6342, -1.7199], [-1.9411, 1.0350, -0.3906], [-0.8235, 1.4944, 0.2979], [0.4168, 1.5429, -0.3388], [0.5367, 1.1185, -1.6624], [-0.5901, 0.6747, -2.3556], [1.8561, 1.1180, -2.3345], [1.9604, 0.7498, -3.4932], [3.0472, 1.5622, -1.5759], [4.3062, 1.5133, -2.1765], [5.4287, 1.9412, -1.4756], [5.2973, 2.4280, -0.1767], [4.0458, 2.4732, 0.4272], [2.9196, 2.0311, -0.2683], [1.5974, 2.0501, 0.3964], [1.4834, 2.4712, 1.5327], [-2.7004, 0.2843, -2.2593], [-2.9035, 0.9913, 0.1088], [-0.9203, 1.8103, 1.3319], [-0.5065, 0.3559, -3.3898], [4.4154, 1.1382, -3.1892], [6.4074, 1.8975, -1.9428], [6.1726, 2.7686, 0.3671], [3.9503, 2.8490, 1.4413], [-4.6443, -8.4969, -3.4986], [-4.8158, -7.8115, -4.6993], [-4.1266, -6.6261, -4.9291], [-3.2714, -6.1154, -3.9522], [-3.1185, -6.7890, -2.7405], [-3.7984, -7.9877, -2.5199], [-2.2522, -6.2324, -1.6756], [-2.1156, -6.8228, -0.6181], [-1.5626, -4.9445, -1.9130], [-0.7890, -4.3785, -0.8985], [-0.1266, -3.1752, -1.1172], [-0.2266, -2.5375, -2.3519], [-1.0007, -3.0951, -3.3633], [-1.6783, -4.2951, -3.1425], [-2.5281, -4.8617, -4.2134], [-2.6201, -4.3024, -5.2932], [-5.1757, -9.4268, -3.3236], [-5.4861, -8.2031, -5.4577], [-4.2602, -6.0992, -5.8685], [-3.6730, -8.5232, -1.5844], [-0.7041, -4.8714, 0.0648], [0.4702, -2.7342, -0.3251], [0.2958, -1.6037, -2.5239], [-1.0785, -2.5909, -4.3215]], "forces_ev_per_a": [[1.2, 1.3, -1.6], [-1.3, -1.5, 1.9], [0.6, 1.1, -1.2], [0.0, -0.1, 0.2], [0.2, -0.4, -0.8], [3.2, 3.7, 0.1], [-0.8, -0.1, 5.6], [-0.8, -1.0, 0.2], [-2.0, -2.1, -2.7], [0.8, 0.7, -4.5], [-0.2, -0.6, -0.6], [0.0, 0.5, 0.6], [-0.1, -0.3, 0.1], [1.2, 1.2, 0.9], [0.0, 0.2, 1.7], [-1.1, -1.2, 0.9], [-1.1, -1.4, -1.0], [0.2, 0.1, 0.0], [0.2, 0.0, 0.0], [-0.2, -0.1, 0.0], [-0.4, -0.2, -0.1], [-0.3, 0.0, 0.0], [-0.3, 0.1, 0.1], [0.1, -0.2, -0.8], [0.0, 0.0, 0.3], [0.4, 0.1, 0.1], [0.3, 0.1, 0.1], [-0.2, 0.0, 0.0], [-0.2, 0.0, 0.0], [0.2, 0.0, 0.0], [0.4, 0.0, -0.1], [-0.1, 0.4, 1.0], [0.0, -0.1, -0.4], [0.1, 0.0, 0.0], [0.1, 0.0, 0.0], [0.2, 0.0, -0.1], [0.1, 0.1, 0.1], [-0.2, 0.0, 0.1], [-0.1, 0.0, 0.0], [-0.1, 0.0, 0.0], [-0.2, -0.1, -0.1], [0.1, 0.1, 0.1], [0.1, 0.2, 0.1], [-0.2, -0.2, 0.0], [-0.2, -0.3, 0.0], [-0.3, -0.2, -0.2], [-0.2, -0.1, -0.1], [0.2, -0.4, 0.9], [-0.1, 0.1, -0.3], [0.2, 0.3, 0.1], [0.1, 0.2, 0.0], [-0.1, -0.2, -0.1], [-0.1, -0.2, -0.1], [0.1, 0.1, 0.2], [0.2, 0.2, 0.2], [0.0, 0.5, -0.8], [0.0, -0.2, 0.3], [0.1, 0.1, 0.0], [0.1, 0.0, 0.1], [0.1, 0.0, 0.2], [0.1, 0.2, -0.1], [-0.1, -0.1, -0.2], [-0.1, 0.0, -0.1], [0.0, -0.2, 0.0], [-0.1, -0.2, 0.1]], "lowdin_charge": [-0.58, 0.61, -1.14, 0.47, -0.31, -0.04, -0.06, -0.11, -0.14, 0.01, 0.00, -0.02, 0.02, 0.08, 0.07, 0.06, 0.09, -0.06, -0.05, 0.01, -0.08, -0.09, -0.04, -0.28, 0.09, -0.09, 0.00, -0.06, -0.06, 0.01, -0.08, -0.28, 0.11, 0.11, 0.11, 0.13, 0.12, 0.12, 0.10, 0.11, 0.13, -0.06, -0.06, 0.00, -0.08, -0.08, 0.00, -0.28, 0.10, -0.09, 0.01, -0.04, -0.05, 0.01, -0.09, -0.28, 0.10, 0.11, 0.11, 0.12, 0.12, 0.12, 0.11, 0.08, 0.12]}